[1]
Formula: C2HF4NO2
Source: OMol25
Level of theory: ωB97M-V/def2-TZVPD

Results
E_LUMO: -0.75 eV
ΔE to the lowest compared entry with this formula, charge and spin: 23.0 kcal per mole
SMILES: O=[N+]([O-])C(F)(F)C(F)F
HOMO energy: -12.29 eV
Orbital gap: 0.4242 Eh

```
! RIJCOSX wB97M-V def2-TZVPD def2/J DEFGRID3
* xyz 0 1
N -1.083 1.235 -1.417
F -0.775 -1.673 0.995
H 0.515 -0.314 0.744
O -2.085 1.719 -1.860
F -2.580 -0.168 -0.436
F 0.085 -1.265 -0.904
C -1.412 0.311 -0.220
C -0.354 -0.680 0.221
O 0.045 1.283 -1.786
F -1.600 1.458 0.856
*
```

These are the Löwdin partial charges, in e, on atoms 1 to 5: number 1, N, carries -0.329; number 2, F, carries 0.126; number 3, H, carries 0.173; number 4, O, carries 0.148; number 5, F, carries 0.228

[2]
Formula: C2HF4P
Source: OMol25
Level of theory: ωB97M-V/def2-TZVPD

Results
E_LUMO (alpha / beta): -1.34 / -0.92 eV
ΔE to the lowest compared entry with this formula, charge and spin: 105.8 kcal per mole
HOMO energy (alpha / beta): -9.84 / -8.94 eV
Orbital gap (alpha / beta): 0.3123 / 0.2944 Eh

```
! RIJCOSX wB97M-V def2-TZVPD def2/J DEFGRID3
* xyz 0 1
H -0.196 1.073 -0.946
F -1.939 2.189 -1.434
C 0.943 -1.210 0.621
F 1.162 -2.187 1.444
F 1.204 -1.704 -0.575
C -1.254 1.387 -0.663
P -1.599 0.563 0.717
F 1.680 -0.111 0.836
*
```

These are the Löwdin partial charges, in e, on atoms 1 to 5: number 1, H, carries 0.040; number 2, F, carries -0.022; number 3, C, carries -0.517; number 4, F, carries 0.153; number 5, F, carries 0.116

[3]
Formula: C2HF5NO6S3
Source: OMol25
Level of theory: ωB97M-V/def2-TZVPD

Results
E_LUMO: 2.10 eV
HOMO energy: -6.66 eV
Orbital gap: 0.3222 Eh

```
! RIJCOSX wB97M-V def2-TZVPD def2/J DEFGRID3
* xyz -1 1
O 1.760 1.826 1.561
O -1.669 2.105 0.389
S -0.979 0.798 0.713
F -1.508 -0.013 -1.769
N 1.849 -0.390 0.161
C -1.572 -0.539 -0.456
F -0.797 -1.709 -0.400
H 4.209 -0.159 1.047
O 3.919 0.861 -1.055
S 3.516 -0.270 -0.160
F -4.004 0.049 -0.275
O -1.246 0.502 2.154
O 1.164 1.978 -0.881
F -3.427 -1.878 -1.276
S 1.133 1.135 0.372
O 3.904 -1.567 -0.843
F -3.164 -1.741 0.949
C -3.088 -0.988 -0.233
*
```

These are the Löwdin partial charges, in e, on atoms 1 to 5: number 1, O, carries -0.369; number 2, O, carries -0.336; number 3, S, carries 0.733; number 4, F, carries 0.065; number 5, N, carries -0.400